Below is C28H47BCl2F4IN2O17P as an isolated structure in a non-equilibrium geometry, with properties calculated with the ωB97M-V functional and the def2-TZVPD basis.

Orbital gap = 9.20 eV
HOMO = -0.3361 Eh

Geometry as XYZ:
```
103
Properties=species:S:1:pos:R:3:forces:R:3:mulliken_charge:R:1
C 4.767463 0.577519 3.482534 -0.3720 0.6775 -0.2984 -1.231
C 3.879741 1.374431 2.456932 -0.4312 -0.1570 0.4387 -0.236
B 2.473248 0.639244 2.167265 1.4867 -0.7051 -0.2870 0.851
O 2.499085 -0.770874 2.179141 -0.3901 1.6933 0.0455 -0.905
N 1.171270 1.408775 1.898945 0.6184 -1.9339 1.9786 0.772
C 0.428843 0.884730 0.713253 -1.8553 -0.8696 0.4922 -1.167
C 1.278166 0.561710 -0.554183 0.4453 -0.2886 -0.3714 -1.579
C 2.379346 1.505480 -1.145062 1.5233 -1.7381 -0.7378 -0.588
C 3.757536 0.686598 -1.167061 0.3144 1.2485 0.0241 -1.217
I 2.830500 3.420248 -0.316606 -0.2690 0.0937 -0.1391 0.104
C -0.982905 1.590692 0.445253 -0.9428 -1.3829 -2.4809 0.837
C -1.660470 0.587588 -0.633288 0.7273 -0.6443 -0.1602 -1.855
C -3.186258 0.349598 -0.469866 0.0270 -1.1379 -1.3529 -0.827
C -3.551054 -0.906259 0.414785 -1.1850 1.9365 0.4331 -0.031
C -5.132076 -0.867987 0.590466 0.7829 0.3120 -0.0529 -0.614
C -5.591728 -0.563376 2.058668 -0.9322 -0.2564 -0.4582 -0.295
N -6.438174 -1.690079 2.534342 0.3461 0.4147 0.1833 -0.655
O -1.876660 1.416183 1.524030 1.3004 0.5743 0.9024 0.348
C -2.663277 2.480199 1.972216 -1.7890 1.2985 0.3747 -0.825
C -0.901750 2.969559 -0.275331 0.4866 0.7093 -0.3707 -0.360
Cl -2.355890 3.323571 -1.381487 0.4524 -0.3284 0.4307 -0.122
C -0.719181 4.315780 0.480727 -0.4317 0.6314 0.3891 0.148
C 0.115681 4.456185 1.767540 0.4340 0.9590 0.8620 -0.990
Cl -0.098730 5.559619 -0.745640 -0.3032 -0.4918 0.3199 -0.164
P 0.403343 1.162491 3.424028 -2.7776 3.1432 2.3806 0.618
O -0.368860 2.366448 3.936730 1.2744 -2.1614 -1.0471 -0.782
O -0.572695 -0.182830 3.481132 2.4340 0.7462 -0.4346 -0.467
O 1.572741 0.893142 4.606492 -0.8318 -0.5226 -2.3418 -0.608
H 4.320275 0.716227 4.487311 0.3576 -0.2867 -0.4578 0.233
H 4.787540 -0.501777 3.248881 0.1564 0.5741 0.1193 0.267
H 5.785072 1.017152 3.494303 -0.4869 -0.4732 0.0598 0.386
H 3.645815 2.379364 2.888687 0.2093 -0.5427 -0.4199 0.324
H 4.432779 1.590610 1.514141 -0.4020 -0.2604 0.5845 0.317
H 1.606720 -1.133388 2.228494 0.0065 -0.3015 -0.2215 0.300
H 0.085306 -0.126828 1.058661 -0.0378 0.7144 -0.6626 0.627
H 0.670557 0.269042 -1.439790 -0.1983 0.5319 0.9922 0.480
H 1.773559 -0.419967 -0.346877 -0.1204 0.9123 0.1347 0.758
H 2.192311 1.684415 -2.226725 -0.2824 0.2654 0.9619 0.845
H 3.922443 0.201039 -2.150227 -0.3850 -0.0341 0.7398 0.143
H 4.590757 1.419131 -1.061573 -0.4485 -0.6261 -0.1542 0.383
H 3.849429 -0.012298 -0.313481 -0.1813 0.1943 -0.5986 0.329
H -1.345657 0.846471 -1.671214 -0.5721 0.1087 0.7093 0.493
H -1.205494 -0.429560 -0.499541 -0.2778 0.7463 0.1179 0.608
H -3.785101 1.239490 -0.198683 0.5798 -0.5084 0.1625 0.552
H -3.565323 0.064102 -1.494238 0.3348 0.4511 0.8551 0.235
H -3.197876 -1.850603 -0.035824 -0.0491 0.5118 0.2559 0.441
H -3.144687 -0.723628 1.436732 0.1668 -0.5766 -0.7731 -0.191
H -5.579935 -1.803622 0.206670 0.0774 0.4482 0.5372 0.208
H -5.535240 -0.047986 -0.047502 0.3082 -0.6328 0.2385 0.328
H -6.255980 0.332192 2.060553 0.5472 -0.5161 -0.0356 0.323
H -4.748642 -0.337250 2.751650 -0.2987 -0.1660 -0.5460 0.157
H -7.102030 -1.370554 3.233103 0.2216 -0.1263 0.0325 0.235
H -5.842031 -2.393012 2.960162 -0.2246 -0.0279 0.0107 0.209
H -2.154604 3.324507 2.479435 0.1549 -0.8352 -0.2680 0.147
H -3.298315 2.930313 1.166318 0.5669 -0.4817 0.3434 0.370
H -3.396480 2.079265 2.711861 0.6749 0.0184 -0.4699 0.220
H -0.081740 2.886852 -1.024181 -0.5047 -0.0737 0.6644 0.523
H -1.735529 4.704537 0.709579 0.7789 -0.2938 -0.2234 0.478
H -0.493426 4.404252 2.698362 0.2409 -0.2724 -0.8754 0.272
H 0.525816 5.494601 1.782461 -0.3039 -0.7177 -0.1523 0.495
H 0.981367 3.795631 1.923700 -0.6393 0.1000 -0.4492 -0.112
H -1.343004 0.029537 4.020435 -0.1189 0.2773 -0.0991 0.226
H 1.919913 1.771542 4.814254 -0.0754 0.0806 0.1858 0.301
C -6.958898 -3.781543 -4.116469 -0.3411 -0.0836 -0.6250 -0.475
C -7.027490 -3.844736 -2.617989 0.2555 -0.4648 0.3104 0.307
O -5.869038 -3.132659 -2.222295 -0.4546 0.1487 -0.2575 -0.265
C -5.626041 -2.226226 -3.208628 0.4625 0.4966 -0.1116 0.608
O -4.904398 -1.293968 -3.095676 0.0323 -0.0975 -0.0246 -0.450
O -6.322691 -2.522909 -4.335823 -0.0121 -0.1291 0.3691 -0.333
F -6.931937 -5.122285 -2.171101 -0.0526 0.0838 0.0784 -0.283
H -6.343399 -4.579223 -4.538459 0.0101 -0.0462 0.2217 0.285
H -7.942166 -3.810897 -4.583223 0.0848 0.2171 -0.0411 0.273
H -7.912647 -3.371628 -2.185935 0.0297 -0.1415 0.0965 0.301
C 6.665873 -3.218981 -3.207914 0.6229 -0.3808 -0.0881 -0.445
C 5.169909 -3.301889 -3.122637 -0.2817 -0.0901 0.6015 0.305
O 4.778003 -1.938789 -3.151286 0.2993 -0.3203 -0.4711 -0.211
C 5.739250 -1.288771 -3.860073 0.1739 0.5375 -0.1412 0.570
O 5.612599 -0.197051 -4.308419 0.0109 -0.0321 0.1360 -0.487
O 6.855832 -2.044146 -3.996339 -0.4120 0.0334 0.0897 -0.321
F 4.771704 -3.847434 -1.947806 -0.1023 0.0096 -0.1036 -0.276
H 7.131512 -3.080588 -2.229719 -0.2189 -0.0042 0.0507 0.284
H 7.107873 -4.090160 -3.688354 0.0356 0.1859 -0.1533 0.287
H 4.698874 -3.834927 -3.952009 -0.0890 -0.0333 0.1341 0.251
C -0.180858 -2.299647 6.363779 0.7351 0.2900 -0.3710 -0.009
C -1.651840 -2.055334 6.528968 -0.3512 -0.4692 -0.2065 0.349
O -1.975599 -2.845877 7.657110 0.2663 0.5104 -0.1056 -0.346
C -0.844422 -2.903561 8.416209 0.2578 -0.3170 0.6820 0.536
O -0.816041 -3.251701 9.547178 -0.0302 -0.0349 -0.1046 -0.487
O 0.244996 -2.502378 7.710654 -0.4508 0.0123 -0.0582 -0.325
F -2.354767 -2.510280 5.457778 -0.0798 0.1408 0.0374 -0.291
H 0.033741 -3.196389 5.777900 -0.2657 0.0011 -0.0146 0.236
H 0.335662 -1.454052 5.910773 0.0930 -0.0105 0.2152 -0.037
H -1.917332 -1.012436 6.723261 -0.1199 -0.0556 -0.1004 0.342
C 4.650979 0.862124 -7.141970 0.0515 -0.2695 0.6826 -0.205
C 5.143272 2.036941 -7.934728 0.3456 -0.1590 -0.4857 0.331
O 4.200841 2.120778 -8.989713 -0.0347 0.1187 0.5403 -0.307
C 3.033121 1.624342 -8.494386 -0.6827 -0.1261 -0.2379 0.635
O 1.973117 1.778395 -9.000288 0.0872 -0.0507 -0.0179 -0.505
O 3.238184 0.935257 -7.341861 0.2114 0.2545 -0.2765 -0.303
F 6.372031 1.800044 -8.462321 -0.0263 0.1391 0.0030 -0.278
H 5.024637 -0.088348 -7.530367 0.1048 0.1532 -0.1533 0.214
H 4.902983 0.933294 -6.087527 -0.2305 -0.0133 -0.0278 0.156
H 5.158750 2.979456 -7.382145 0.1484 -0.0050 -0.0920 0.292
```
Positions in Å, forces in eV/Å.

Below is C28H47BClF4N4O2SSiTi as an isolated structure in a non-equilibrium geometry, with properties calculated with the ωB97M-V functional and the def2-TZVPD basis.

Orbital gap (spin up / spin down) = 5.47 / 5.34 eV
HOMO (spin up / spin down) = -0.2085 / -0.2036 Eh
Spin multiplicity = 2
Energy relative to the best compared isomer or geometry (same formula, charge and spin) = 17.60 kcal per mole

Geometry as XYZ:
```
90
Properties=species:S:1:pos:R:3:forces:R:3:lowdin_spin:R:1
Ti -0.500407 0.219425 0.037953 -2.7932 1.3164 -2.0558 0.964
Cl -1.096256 -1.884919 5.086043 -0.0432 0.1455 0.0380 0.000
C -0.521940 -0.475011 4.241628 0.8186 -0.0055 0.4643 0.000
C 0.583942 0.234374 4.725747 -0.7239 -0.2995 0.1099 0.001
C 0.990864 1.356268 4.000561 1.3263 -0.9082 1.7850 0.000
C 0.499502 1.542997 2.762887 -1.0873 -0.7430 -1.3046 0.001
N -0.479858 0.755744 2.263039 0.5268 0.5827 -0.6307 -0.001
C -1.074514 -0.165303 3.012203 0.8105 0.7072 0.9349 0.002
H 1.079704 -0.122188 5.636958 -0.2460 0.4327 -0.3371 0.000
H 1.845479 1.945257 4.321224 -0.2549 0.0058 0.1307 0.000
H 0.959144 2.266435 2.119591 -0.2332 0.3391 -0.5046 0.000
H -1.985004 -0.609073 2.680910 -0.2130 -0.5518 -0.4855 0.000
C -1.577563 -1.101283 -3.790175 0.2963 -1.3476 0.8509 -0.001
C -2.285492 -0.789116 -2.487906 1.0611 0.1125 1.2583 -0.001
C -3.463143 0.129991 -2.850932 -0.0949 0.5208 0.8233 0.000
C -2.685127 -2.056897 -1.690213 -0.5226 -0.0829 -0.3591 0.000
O -1.221591 -0.101965 -1.627171 -1.1980 -0.9454 -1.2106 -0.021
H -2.212747 -1.579966 -4.513494 -0.4629 -0.7424 -0.0815 0.000
H -0.661719 -1.684358 -3.620468 -0.2436 0.0803 -0.1017 0.000
H -1.345513 -0.203208 -4.262715 0.8097 1.7782 -0.6256 0.000
H -4.071432 -0.248112 -3.704750 0.2768 -0.2809 0.8810 0.000
H -3.043539 1.060543 -3.257490 -0.0668 0.0033 0.4288 0.000
H -4.078955 0.352838 -1.938451 0.3888 -0.1709 -1.1016 0.000
H -3.539833 -2.617859 -2.082088 -0.2290 0.4926 -0.4384 0.000
H -2.944658 -1.863749 -0.647271 0.2092 0.3669 -0.1727 0.000
H -1.906022 -2.803615 -1.731333 0.7069 0.0022 0.1513 0.000
C 3.146306 1.410351 -4.081558 -0.1513 1.0715 0.4099 0.000
N 3.190947 1.637650 -2.590095 0.6944 -0.9970 -1.4981 0.001
C 3.718890 2.852675 -1.995434 -0.4895 1.9930 -0.8774 0.000
C 2.911389 0.576253 -1.819068 -0.7910 -1.5982 1.7164 0.000
S 1.911907 0.702283 -0.313428 2.7478 0.5328 -1.3276 0.025
N 3.384028 -0.653060 -2.154354 -0.0439 -0.1340 0.1214 -0.001
C 4.578982 -0.996254 -3.001056 -0.6777 1.5158 -1.0570 0.000
C 3.029245 -1.823742 -1.341805 0.8158 -0.5903 0.6726 0.001
H 2.816760 2.371427 -4.555896 0.2149 -0.8164 0.5079 0.000
H 2.390329 0.631043 -4.319131 0.5747 0.5226 0.3058 0.000
H 4.127276 1.151248 -4.506415 -0.2981 0.0249 0.1390 0.000
H 4.775092 3.173910 -2.291041 -1.2540 -0.9676 -0.0295 0.000
H 3.712827 2.733252 -0.920979 -0.1698 0.0742 0.1604 0.000
H 3.029303 3.705351 -2.290987 0.8486 -0.7877 0.5436 0.000
H 5.330537 -0.173991 -3.061184 -0.6002 -0.6522 0.4443 0.000
H 4.325690 -1.252733 -4.054616 -0.2877 0.3746 0.6219 0.000
H 4.967966 -1.908305 -2.608737 0.6573 -0.2284 0.5236 0.000
H 2.031121 -1.874086 -0.958797 -0.7573 0.4666 -0.2784 0.000
H 3.667031 -1.865749 -0.420402 -0.1939 0.1109 -0.7816 0.000
H 3.213816 -2.729081 -1.931237 -0.0602 0.2407 0.0707 0.000
C -0.362218 3.145324 -2.206963 -0.8624 0.2820 0.2990 -0.001
Si -1.200072 2.710753 -0.582647 0.8173 -0.1399 0.7775 -0.011
C -3.056649 2.888398 -0.799873 -1.3221 -0.4154 0.5889 -0.003
C -0.840646 4.137474 0.661038 -0.9487 -1.9237 -0.5602 -0.004
C 0.210088 5.027025 0.609989 -0.2558 0.2288 -0.0756 -0.002
C 0.365882 5.969527 1.616109 0.4553 0.6098 0.0785 0.000
C -0.546723 6.053801 2.642668 -1.0962 0.3605 1.0432 -0.002
C -1.596467 5.122203 2.695985 0.2029 -0.0189 -0.5315 0.000
C -1.745980 4.120882 1.739615 1.4243 1.1633 0.9099 -0.002
H -0.375602 4.196590 -2.413365 -0.0774 0.8139 -0.2177 0.000
H -0.950332 2.640845 -2.953499 -0.0746 -0.3178 -0.5935 0.000
H 0.639344 2.811371 -2.228015 1.2287 -0.5451 -0.1426 0.000
H -3.407586 3.215565 -1.792229 0.2383 -0.2005 0.1731 0.000
H -3.380896 3.686359 -0.081011 -0.0179 -0.8309 -0.5910 0.000
H -3.574484 1.904742 -0.539149 0.5862 1.6995 -0.4550 -0.001
H 0.828565 5.023496 -0.283722 0.2422 0.0650 0.2178 0.000
H 1.169119 6.691684 1.593974 0.1868 0.0658 -0.1601 0.000
H -0.548170 6.874400 3.413855 0.3446 -0.9546 -0.9475 0.000
H -2.351563 5.199964 3.440649 -0.3421 0.1016 0.8192 0.000
H -2.467434 3.334427 1.942195 -0.0931 0.1418 -0.5500 0.000
O -0.204372 -1.822301 0.415273 0.4431 -2.4370 2.1892 0.014
C -0.087740 -2.785124 1.260769 -0.2377 1.9491 -2.0515 0.011
C -1.148245 -3.854015 1.316022 0.0022 0.9624 0.0982 0.001
C -0.572224 -5.215299 0.849318 -0.2164 -0.8085 -1.2717 0.001
C 0.302092 -6.098115 1.762433 0.4662 0.3947 0.6275 0.000
C 1.589599 -5.384882 2.263251 -0.4636 -0.2403 1.2709 0.000
C 1.268827 -4.041577 2.979316 0.3034 0.4735 -1.9906 0.001
N 0.991046 -2.879056 2.005287 2.3111 -0.8743 1.5276 0.008
H -1.882010 -3.361086 0.630134 0.2221 -1.2309 0.3908 0.000
H -1.610513 -3.832852 2.331699 0.3366 -0.3636 -0.5826 0.000
H -0.014192 -5.103534 -0.097111 0.0535 0.5924 0.3106 0.000
H -1.388947 -5.833973 0.468009 -0.2930 0.0297 0.4446 0.000
H 0.674914 -7.026338 1.242566 -0.9261 0.8154 0.3787 0.000
H -0.297865 -6.372003 2.672996 0.5557 -0.0341 -0.7922 0.000
H 2.359934 -5.247993 1.486663 -0.3643 -0.0417 0.1765 0.000
H 2.012958 -6.055307 3.072328 -0.1522 0.7022 -0.9180 0.000
H 2.167066 -3.720082 3.502970 -0.3245 0.0368 0.4099 0.000
H 0.401826 -4.196906 3.624107 0.2333 0.3789 0.1485 0.000
H 1.815085 -2.242083 1.819264 -1.7270 -0.8202 0.2269 0.000
F -3.703909 1.346318 2.152334 -0.2154 0.0822 0.3977 0.000
B -3.870740 0.270652 1.342709 1.6690 -1.0513 -0.9115 0.000
F -3.810129 -0.979891 1.956911 -1.3458 -0.1316 0.9090 0.000
F -2.497442 0.051210 0.617129 -0.3641 0.6402 -0.1615 0.020
F -4.825944 0.403704 0.381910 -0.1997 -0.1733 0.2559 0.000
```
Positions in Å, forces in eV/Å.